P) A single C6H6S molecule. Source: OMol25; level of theory: ωB97M-V/def2-TZVPD.

**SMILES string**: SC=C1C=CC=C1
**HOMO**: -8.46 eV
**Frontier orbital gap**: 8.35 eV
**LUMO energy**: -0.104 eV
**Molar mass**: 110.18 u

Structure (ORCA input):
```
! wB97M-V def2-TZVPD RIJCOSX def2/J DEFGRID3
* xyz 0 1
S 2.57 1.78 -0.21
C 1.10 1.41 0.58
C 0.32 0.35 0.23
C -0.90 -0.04 1.07
C -1.57 -0.96 0.41
C -0.96 -1.27 -0.84
C 0.18 -0.56 -0.96
H 2.44 0.70 -1.17
H 0.92 2.07 1.37
H -1.20 0.11 2.08
H -2.45 -1.38 0.83
H -1.22 -1.97 -1.54
H 0.77 -0.24 -1.84
*
```

Q) 3 unconnected molecules or ions with the total composition C6H6S. Source: OMol25; level of theory: ωB97M-V/def2-TZVPD.

**HOMO (spin up / spin down)**: -8.69 / -8.49 eV
**Frontier orbital gap (spin up / spin down)**: 7.68 / 7.11 eV
**LUMO energy (spin up / spin down)**: -1.008 / -1.379 eV
**Molar mass**: 110.18 u

Structure (ORCA input):
```
! wB97M-V def2-TZVPD RIJCOSX def2/J DEFGRID3
* xyz 0 1
C -0.25 -1.74 -0.76
C -0.31 -0.74 0.11
C 0.39 -1.28 -2.02
C 0.33 0.40 -0.54
C 0.84 0.06 -1.74
C -0.50 1.80 3.26
S -1.17 2.51 2.02
H -0.76 -2.81 -0.66
H -0.74 -0.66 1.11
H 0.49 -1.72 -3.01
H 1.24 0.67 -2.42
H -0.54 2.28 4.17
H 0.98 1.23 0.49
*
```

R) A single C6H6S molecule. Source: OMol25; level of theory: ωB97M-V/def2-TZVPD.

**SMILES string**: CC1=CC=CC1=S
**HOMO**: -8.68 eV
**Frontier orbital gap**: 7.40 eV
**LUMO energy**: -1.283 eV
**Molar mass**: 110.18 u

Structure (ORCA input):
```
! wB97M-V def2-TZVPD RIJCOSX def2/J DEFGRID3
* xyz 0 1
C 0.68 1.17 1.17
C 0.03 0.20 0.29
C 0.32 -0.40 -0.88
C -0.51 -1.54 -1.14
C -1.46 -1.72 -0.20
C -1.35 -0.75 0.80
S -2.04 -0.58 2.25
H 1.71 0.68 1.34
H 0.10 1.08 2.04
H 0.58 2.18 0.91
H 1.25 -0.11 -1.39
H -0.44 -2.11 -2.04
H -2.17 -2.54 -0.16
*
```

We find P) to be the most stable, with the next structure 5.4 kcal/mol higher.